[1]
Entry from the OMol25 dataset: a molecular structure, C20H32CaF6O22PS2 at a distorted geometry (ωB97M-V with the def2-TZVPD basis set).

- net charge = -1
- 2S+1 = 1
- calculated total energy (eV) = -131996.692
- HOMO energy (eV) = -3.939

Cartesian coordinates (Å):
O (1.469143, 1.116908, -2.809822)
C (1.183104, 2.348623, -2.719723)
O (1.018194, 3.065850, -3.941321)
C (-0.389870, 3.077423, -4.374271)
C (-1.019476, 4.475120, -3.874136)
C (-2.430518, 4.349251, -3.098092)
C (-2.522595, 3.144603, -2.022470)
P (-4.194899, 2.268967, -2.349309)
C (-4.112997, 0.940136, -3.689412)
O (-4.450337, 1.148361, -4.913355)
O (-3.695718, -0.327910, -3.268478)
H (1.120269, 2.852059, -1.676914)
H (-0.973824, 2.145061, -4.058780)
H (-0.350120, 3.080656, -5.530574)
H (-1.236122, 5.090677, -4.834623)
H (-0.251544, 5.119561, -3.290241)
H (-3.301573, 4.315719, -3.858002)
H (-2.556954, 5.332466, -2.495874)
H (-2.613317, 3.561248, -0.929318)
H (-1.628622, 2.433629, -2.009178)
H (-4.658246, 1.658243, -1.140108)
H (-5.133235, 3.318007, -2.700454)
C (-5.049071, 2.735276, 4.356551)
O (-4.542096, 2.129028, 3.171644)
C (-5.073409, 0.922074, 2.891704)
O (-5.908436, 0.348199, 3.545365)
O (-4.509475, 0.474500, 1.758253)
C (-4.979065, -0.806105, 1.333072)
H (-4.551044, 3.696876, 4.478321)
H (-6.123529, 2.914087, 4.271535)
H (-4.827375, 2.121115, 5.232553)
H (-6.050873, -0.773702, 1.124463)
H (-4.753742, -1.567436, 2.083224)
H (-4.455778, -1.064242, 0.411163)
Ca (-3.316004, 4.895549, 3.728933)
C (1.964893, -1.565936, 0.001195)
C (3.053238, -0.751588, 0.672099)
O (2.507063, 0.434866, 1.271089)
C (1.915070, 0.275116, 2.473040)
O (1.822333, -0.780981, 3.049876)
C (1.426968, 1.618271, 3.007913)
F (0.773773, 2.341118, 2.070808)
F (2.446636, 2.391622, 3.440027)
F (0.577891, 1.491921, 4.051664)
H (1.413813, -0.952649, -0.716811)
H (2.391790, -2.425224, -0.520735)
H (1.238121, -1.931424, 0.730919)
H (3.776131, -0.421313, -0.077608)
H (3.602820, -1.341027, 1.411426)
C (1.704481, 8.497339, -0.975955)
F (1.853794, 9.810964, -1.283327)
F (2.616129, 7.832174, -1.729685)
F (2.118932, 8.367747, 0.310373)
S (-0.032675, 7.885765, -1.240814)
O (-0.307467, 8.100937, -2.658978)
O (-0.868730, 8.701345, -0.365388)
O (-0.012493, 6.472047, -0.867032)
C (2.500181, -7.176276, -0.113154)
O (3.374522, -7.459774, -1.205546)
C (4.167820, -6.433238, -1.555086)
O (4.189143, -5.344255, -1.033616)
O (4.934008, -6.830276, -2.587204)
C (5.832869, -5.831633, -3.065834)
H (1.908884, -8.069805, 0.083040)
H (3.071560, -6.937026, 0.785577)
H (1.818756, -6.360434, -0.367276)
H (6.536653, -5.539262, -2.283026)
H (5.282866, -4.963092, -3.435419)
H (6.397623, -6.260649, -3.894726)
C (4.798012, 5.340824, -1.205395)
O (5.753303, 4.630047, -1.499904)
O (3.616321, 4.952768, -1.108155)
O (4.860463, 6.561811, -0.956626)
C (-0.940360, -7.414382, 3.891031)
C (0.091064, -7.762425, 4.953835)
O (0.699002, -8.971140, 4.498276)
S (0.722707, -8.972612, 2.874665)
O (2.015255, -8.526905, 2.443219)
O (0.126971, -10.190331, 2.414083)
O (-0.331787, -7.760052, 2.646546)
H (-1.845550, -8.017292, 4.006746)
H (-1.205617, -6.356460, 3.904471)
H (-0.356721, -7.903764, 5.937723)
H (0.868685, -6.995294, 5.015315)

Forces on atoms 1 to 2 (eV/Å):
-1.21 4.98 0.88
1.22 -4.09 -1.46

***

[2]
Entry from the OMol25 dataset: a single C20H32ClN3O2S molecule (ωB97M-V with the def2-TZVPD basis set).

- SMILES = CCCCCCNC(=O)[C@H](c1cc(C)cc(Cl)c1)N1CCC[S@@](=N)(=O)CC1
- 2S+1 = 1
- calculated total energy (eV) = -53181.761
- ΔE to the lowest compared entry with this formula, charge and spin (kJ/mol) = 23.5
- HOMO energy (eV) = -8.955

Cartesian coordinates (Å):
C (-4.096706, 3.093800, -0.337076)
C (-2.581128, 2.975732, -0.245805)
C (-2.112429, 1.539543, -0.063475)
C (-0.597230, 1.407070, 0.026077)
C (-0.125235, -0.046633, 0.188679)
C (0.780262, -0.481240, -0.950916)
N (1.199111, -1.860799, -0.785824)
C (1.652569, -2.604292, -1.822964)
O (1.642864, -2.215070, -2.973981)
C (2.173932, -3.990765, -1.413818)
C (3.680417, -3.860501, -1.270854)
C (4.450899, -3.587524, -2.392659)
C (5.829540, -3.441137, -2.291370)
C (6.651749, -3.143165, -3.515237)
C (6.431117, -3.569508, -1.043253)
C (5.655155, -3.839111, 0.069845)
Cl (6.417916, -4.001412, 1.624096)
C (4.282744, -3.987772, -0.028000)
N (1.814562, -5.001310, -2.392425)
C (2.344986, -6.302928, -1.978384)
C (1.828346, -7.502564, -2.778635)
C (0.647016, -8.209613, -2.124293)
S (-0.921829, -7.371849, -2.240146)
N (-1.304128, -7.323943, -3.713155)
O (-1.795358, -7.941615, -1.233183)
C (-0.536145, -5.704581, -1.746245)
C (0.400518, -4.998839, -2.739052)
H (-4.410689, 4.129936, -0.466704)
H (-4.482774, 2.520189, -1.182110)
H (-4.573701, 2.711452, 0.567682)
H (-2.124365, 3.390499, -1.149859)
H (-2.213808, 3.582177, 0.588121)
H (-2.565901, 1.121611, 0.842341)
H (-2.478802, 0.929652, -0.897621)
H (-0.150702, 1.837689, -0.876186)
H (-0.235541, 2.017778, 0.857155)
H (0.405219, -0.172371, 1.137776)
H (-0.988849, -0.717189, 0.226162)
H (0.260047, -0.404122, -1.906818)
H (1.651707, 0.179471, -1.014259)
H (1.266370, -2.230031, 0.147408)
H (1.764659, -4.235377, -0.413147)
H (3.955001, -3.483904, -3.350511)
H (7.706725, -3.034165, -3.268501)
H (6.554103, -3.942997, -4.250745)
H (6.314197, -2.221195, -3.990408)
H (7.502413, -3.460048, -0.934989)
H (3.699318, -4.211578, 0.856548)
H (3.430339, -6.257205, -2.062401)
H (2.139638, -6.490493, -0.905221)
H (1.590072, -7.231796, -3.807813)
H (2.636450, -8.233527, -2.840528)
H (0.422636, -9.158751, -2.613825)
H (0.821497, -8.390912, -1.062520)
H (-2.235877, -7.683400, -3.878423)
H (-1.531019, -5.254642, -1.753190)
H (-0.170709, -5.720972, -0.717890)
H (0.093411, -3.961880, -2.856443)
H (0.254110, -5.446250, -3.721515)

Forces on atoms 1 to 2 (eV/Å):
-0.01 0.00 0.00
0.01 0.03 0.00

***

[3]
Entry from the OMol25 dataset: a molecular structure, C20H32CoN4OS (ωB97M-V with the def2-TZVPD basis set).

- net charge = +3
- 2S+1 = 5
- calculated total energy (eV) = -77703.400
- ΔE to the lowest compared entry with this formula, charge and spin (kJ/mol) = 13.8
- expectation value of S² = 6.014
- HOMO energy (spin up / spin down) (eV) = -18.208 / -18.182

Cartesian coordinates (Å):
Co (0.564920, 0.204867, -0.017358)
O (2.403116, 1.257250, -0.200774)
C (3.484597, 0.679621, 0.569004)
C (3.096180, -0.686574, 1.063755)
C (3.979427, -1.428875, 1.829498)
C (3.592952, -2.682839, 2.275048)
C (2.334721, -3.167541, 1.934635)
C (1.505695, -2.371043, 1.175101)
N (1.877790, -1.150857, 0.751635)
H (2.589379, 2.197634, -0.322345)
H (3.720614, 1.317805, 1.423479)
H (4.372968, 0.608020, -0.060870)
H (4.955430, -1.028118, 2.072851)
H (4.263218, -3.278224, 2.881019)
H (1.999433, -4.144079, 2.253143)
H (0.517631, -2.707266, 0.886818)
C (-3.861898, 3.662697, 0.548028)
N (-3.126557, 2.768369, -0.392305)
C (-1.884944, 3.419811, -0.882761)
C (-2.876872, 1.376106, 0.155910)
C (-2.000834, 1.316524, 1.392641)
C (-2.604533, 1.471421, 2.637077)
C (-1.869405, 1.409938, 3.814604)
C (-0.503555, 1.185635, 3.769886)
C (0.111832, 0.995018, 2.539714)
C (-0.631433, 1.009827, 1.357829)
H (-4.036134, 4.623899, 0.069796)
H (-3.271601, 3.816356, 1.446151)
H (-4.822131, 3.221606, 0.808283)
H (-3.739485, 2.637987, -1.199782)
H (-1.241305, 3.640145, -0.034208)
H (-2.132028, 4.347705, -1.393129)
H (-1.372197, 2.754571, -1.576464)
H (-2.434432, 0.794725, -0.652439)
H (-3.853073, 0.954070, 0.389179)
H (-3.675179, 1.628089, 2.695138)
H (-2.366490, 1.537609, 4.767510)
H (0.081528, 1.145064, 4.678649)
H (1.183443, 0.817680, 2.534888)
C (3.922317, -1.737820, -4.402801)
C (2.965272, -0.570320, -4.626856)
N (2.048752, -0.331101, -3.497213)
C (0.937730, -1.011299, -3.263241)
S (-0.164053, -0.421076, -2.023272)
N (0.602024, -2.048847, -3.991377)
C (-0.577782, -2.918090, -3.864260)
C (-0.164952, -4.366339, -3.645803)
H (4.554799, -1.850499, -5.282194)
H (3.403047, -2.682930, -4.240499)
H (4.569404, -1.552718, -3.546210)
H (2.366169, -0.715288, -5.529099)
H (3.531097, 0.347750, -4.764291)
H (2.234804, 0.452986, -2.898305)
H (1.224999, -2.301386, -4.748504)
H (-1.165333, -2.825987, -4.777996)
H (-1.184791, -2.563286, -3.037428)
H (0.510380, -4.710624, -4.430414)
H (-1.049359, -5.000333, -3.678434)
H (0.323031, -4.500620, -2.680304)

Forces on atoms 1 to 2 (eV/Å):
0.74 -0.10 -0.32
-0.20 -0.30 0.25

***

Which value of 2S+1 does entry 3 give? 5

***

Which of these has the lowest calculated total energy? C20H32CaF6O22PS2

***

Repeat the third record exactly.
Entry from the OMol25 dataset: a molecular structure, C20H32CoN4OS (ωB97M-V with the def2-TZVPD basis set).

- net charge = +3
- 2S+1 = 5
- calculated total energy (eV) = -77703.400
- ΔE to the lowest compared entry with this formula, charge and spin (kJ/mol) = 13.8
- expectation value of S² = 6.014
- HOMO energy (spin up / spin down) (eV) = -18.208 / -18.182

Cartesian coordinates (Å):
Co (0.564920, 0.204867, -0.017358)
O (2.403116, 1.257250, -0.200774)
C (3.484597, 0.679621, 0.569004)
C (3.096180, -0.686574, 1.063755)
C (3.979427, -1.428875, 1.829498)
C (3.592952, -2.682839, 2.275048)
C (2.334721, -3.167541, 1.934635)
C (1.505695, -2.371043, 1.175101)
N (1.877790, -1.150857, 0.751635)
H (2.589379, 2.197634, -0.322345)
H (3.720614, 1.317805, 1.423479)
H (4.372968, 0.608020, -0.060870)
H (4.955430, -1.028118, 2.072851)
H (4.263218, -3.278224, 2.881019)
H (1.999433, -4.144079, 2.253143)
H (0.517631, -2.707266, 0.886818)
C (-3.861898, 3.662697, 0.548028)
N (-3.126557, 2.768369, -0.392305)
C (-1.884944, 3.419811, -0.882761)
C (-2.876872, 1.376106, 0.155910)
C (-2.000834, 1.316524, 1.392641)
C (-2.604533, 1.471421, 2.637077)
C (-1.869405, 1.409938, 3.814604)
C (-0.503555, 1.185635, 3.769886)
C (0.111832, 0.995018, 2.539714)
C (-0.631433, 1.009827, 1.357829)
H (-4.036134, 4.623899, 0.069796)
H (-3.271601, 3.816356, 1.446151)
H (-4.822131, 3.221606, 0.808283)
H (-3.739485, 2.637987, -1.199782)
H (-1.241305, 3.640145, -0.034208)
H (-2.132028, 4.347705, -1.393129)
H (-1.372197, 2.754571, -1.576464)
H (-2.434432, 0.794725, -0.652439)
H (-3.853073, 0.954070, 0.389179)
H (-3.675179, 1.628089, 2.695138)
H (-2.366490, 1.537609, 4.767510)
H (0.081528, 1.145064, 4.678649)
H (1.183443, 0.817680, 2.534888)
C (3.922317, -1.737820, -4.402801)
C (2.965272, -0.570320, -4.626856)
N (2.048752, -0.331101, -3.497213)
C (0.937730, -1.011299, -3.263241)
S (-0.164053, -0.421076, -2.023272)
N (0.602024, -2.048847, -3.991377)
C (-0.577782, -2.918090, -3.864260)
C (-0.164952, -4.366339, -3.645803)
H (4.554799, -1.850499, -5.282194)
H (3.403047, -2.682930, -4.240499)
H (4.569404, -1.552718, -3.546210)
H (2.366169, -0.715288, -5.529099)
H (3.531097, 0.347750, -4.764291)
H (2.234804, 0.452986, -2.898305)
H (1.224999, -2.301386, -4.748504)
H (-1.165333, -2.825987, -4.777996)
H (-1.184791, -2.563286, -3.037428)
H (0.510380, -4.710624, -4.430414)
H (-1.049359, -5.000333, -3.678434)
H (0.323031, -4.500620, -2.680304)

Forces on atoms 1 to 2 (eV/Å):
0.74 -0.10 -0.32
-0.20 -0.30 0.25